(1)
This record from OMol25 describes a structure of composition C41H47F15GeN7O3P2SSiTi. The level of theory is ωB97M-V/def2-TZVPD.

Results
HOMO energy (spin up / spin down), eV: -7.88 / -7.88
2S+1: 2
LUMO energy (spin up / spin down), eV: -0.58 / -2.29
Energy relative to the best compared isomer or geometry (same formula, charge and spin), kJ/mol: 166.9
Molecular weight, g/mol: 1213.4
Frontier orbital gap (spin up / spin down), Ha: 0.2679 / 0.2052

CARTESIAN COORDINATES (ANGSTROEM)
Ti -0.327718 -0.951566 -0.137035
C -3.716872 -3.941478 -3.417243
N -3.174165 -2.725080 -2.808151
C -3.087538 -1.624345 -3.768213
P -1.938243 -2.939652 -1.743202
O -1.666043 -1.451423 -1.260264
O -0.665313 -3.569602 -2.273017
P 1.582753 -2.842632 -1.862091
O 1.080514 -2.081354 -0.606800
N 2.295099 -4.184209 -1.229472
C 2.821423 -5.149040 -2.195070
C 1.824800 -4.779338 0.023135
N 2.828946 -1.936791 -2.503765
C 2.760642 -1.608588 -3.930633
C 4.197470 -2.072138 -2.002460
N -2.557177 -3.870811 -0.569324
C -1.830149 -4.994523 0.001389
C -3.760373 -3.489663 0.163655
H -4.741874 -3.752469 -3.737916
H -3.728455 -4.753940 -2.694206
H -3.130381 -4.253419 -4.287645
H -4.093085 -1.346901 -4.086299
H -2.512434 -1.906681 -4.657021
H -2.629053 -0.753165 -3.309548
H 3.040651 -4.659016 -3.144768
H 2.107060 -5.954429 -2.379232
H 3.746168 -5.579998 -1.809836
H 1.302585 -4.046436 0.631325
H 2.690652 -5.147686 0.576286
H 1.158188 -5.621397 -0.174464
H 1.725886 -1.600069 -4.273958
H 3.316046 -2.326439 -4.542713
H 3.190268 -0.619398 -4.100800
H 4.197104 -2.345232 -0.950597
H 4.704642 -1.111178 -2.113569
H 4.762031 -2.824542 -2.561749
H -0.980377 -5.245455 -0.624906
H -2.491779 -5.863826 0.053420
H -1.474938 -4.756282 1.008316
H -4.289969 -2.693627 -0.353577
H -3.500203 -3.142712 1.163926
H -4.425468 -4.353513 0.244309
N 0.599242 0.626889 -1.492085
C 1.953876 1.084354 -1.058002
C 2.335796 0.450597 0.277434
N 1.083406 0.304536 1.053073
H 0.641888 0.262352 -2.438216
H -0.009611 1.450641 -1.504150
H 1.887964 2.156956 -0.928765
H 2.695167 0.857406 -1.824598
H 3.059429 1.080715 0.787074
H 2.769027 -0.538316 0.135543
H 0.694638 1.250115 1.170852
H 1.261738 -0.069132 1.979328
F 1.314041 4.688650 3.126228
C 1.737991 5.897203 2.750325
C 1.692815 6.298492 1.425522
C 2.191094 7.559389 1.145131
F 2.216649 8.003253 -0.123071
C 2.686508 8.404799 2.116187
F 3.155504 9.615654 1.808990
C 2.700696 7.975807 3.430291
F 3.177402 8.772904 4.384680
C 2.232094 6.717612 3.750729
F 2.267140 6.305667 5.019694
Ge 1.037090 5.168925 -0.051271
S -0.068334 3.408934 0.379844
C 2.791624 4.912135 -0.986079
C 3.718587 4.093958 -0.364492
F 3.445590 3.564253 0.842311
C 4.948206 3.780583 -0.908176
F 5.797552 2.960794 -0.277229
C 5.296916 4.326363 -2.127978
F 6.476167 4.036611 -2.677745
C 4.422534 5.181284 -2.768272
F 4.774403 5.725315 -3.934229
C 3.193684 5.461562 -2.192298
F 2.410465 6.308455 -2.868925
C -0.095599 6.269231 -1.237375
C -0.808346 7.379354 -0.826419
F -0.629982 7.899741 0.397624
C -1.746587 8.004058 -1.629211
F -2.410329 9.079521 -1.201404
C -2.001785 7.498810 -2.887031
F -2.904187 8.085560 -3.671946
C -1.322490 6.378755 -3.329534
F -1.578025 5.886956 -4.545517
C -0.394224 5.784532 -2.499044
F 0.222671 4.685167 -2.969674
C -1.781290 0.516419 0.752596
C -3.184487 0.065529 0.810300
C -4.036686 0.174976 -0.294381
C -5.357814 -0.226345 -0.236998
C -5.874340 -0.762087 0.941434
C -5.045766 -0.875687 2.056467
C -3.725903 -0.470296 1.984953
C -7.252940 -1.182385 1.009020
N -8.350803 -1.522990 1.051715
H -1.405278 0.797469 1.732917
H -1.648134 1.340449 0.046735
H -3.649165 0.600526 -1.213100
H -6.001867 -0.125210 -1.101768
H -5.447410 -1.282814 2.976543
H -3.085922 -0.561879 2.854977
C -0.223393 -5.066839 4.185860
Si -1.355612 -3.593810 4.107560
C -3.118430 -4.148857 3.948453
C -1.117423 -2.497615 5.584393
C -0.922142 -2.615075 2.616524
C -0.664025 -1.981123 1.603561
H -0.521862 -5.744985 4.989996
H 0.808268 -4.756508 4.368691
H -0.248636 -5.626177 3.246710
H -3.433516 -4.690610 4.844101
H -3.241737 -4.814331 3.089853
H -3.788556 -3.296197 3.811071
H -1.310801 -3.030252 6.519002
H -1.789705 -1.637480 5.537361
H -0.092485 -2.120452 5.612231

Cartesian forces (eV/Å) of the 3 atoms listed first:
Ti -1.290 2.662 1.701
C -0.077 0.075 0.048
N 0.096 -0.028 -0.450

=====

(2)
This record from OMol25 describes a structure of composition C21H23Br4MnN4O3. The level of theory is ωB97M-V/def2-TZVPD.

Results
HOMO energy (spin up / spin down), eV: -10.36 / -11.13
2S+1: 2
LUMO energy (spin up / spin down), eV: -3.34 / -4.16
Energy relative to the best compared isomer or geometry (same formula, charge and spin), kJ/mol: 180.7
Charge: +1
Molecular weight, g/mol: 754.0
Frontier orbital gap (spin up / spin down), Ha: 0.2579 / 0.2561

CARTESIAN COORDINATES (ANGSTROEM)
Mn -0.230441 0.549874 -0.160870
O 0.693728 0.169248 1.338453
C 0.327058 0.106825 2.625377
C 1.157863 -0.612113 3.491222
C 0.843748 -0.725088 4.828751
C -0.306086 -0.122181 5.335883
C -1.123574 0.593602 4.489171
C -0.820816 0.724906 3.127668
C -1.664773 1.508959 2.241438
N -1.581340 1.587288 0.915180
C -2.614796 2.416780 0.514071
C -3.296584 2.856622 1.594574
N -2.690029 2.271907 2.676451
H 2.046358 -1.077841 3.084812
H 1.492994 -1.289403 5.484862
H -0.558449 -0.216479 6.382329
H -2.019917 1.043005 4.897679
H -2.821569 2.625503 -0.515197
H -4.147254 3.506187 1.691287
H -2.951940 2.397408 3.637934
C -0.168996 3.108220 -1.835029
N -0.453936 1.665673 -1.977619
C -1.768893 1.474212 -2.651807
C 0.607243 1.082328 -2.851761
C 0.590756 -0.420271 -2.742289
N 0.785006 -0.855371 -1.320030
C 2.962097 -0.173256 -0.369423
C -0.007517 -2.550107 0.446189
H -0.048963 3.573215 -2.817641
H 0.755200 3.239945 -1.273719
H -0.977461 3.604029 -1.305448
H -1.660005 1.659072 -3.723386
H -2.492376 2.188805 -2.275192
H -2.141775 0.468512 -2.484526
H 1.566333 1.480968 -2.535711
H 0.434801 1.389502 -3.887578
H 1.361934 -0.865275 -3.372557
H -0.366181 -0.805608 -3.087177
H 3.945487 -0.118449 -0.839428
H 3.095161 -0.414569 0.688104
H 2.678570 1.676410 0.170076
H 0.263086 -3.583220 0.243517
H -0.928063 -2.542741 1.028873
H 0.777110 -2.091504 1.037835
Br 2.669791 -5.165426 -2.217970
C 1.774252 -3.539726 -1.954624
C 0.407296 -3.500964 -2.461397
Br 0.013080 -4.612607 -3.940553
C -0.604429 -2.757319 -1.952904
Br -2.360415 -2.794798 -2.580615
C -0.310328 -1.776649 -0.845745
O -1.307359 -0.797926 -0.611930
C 2.115260 -1.235797 -1.015750
O 2.297885 1.093646 -0.496157
C 2.513969 -2.515436 -1.268017
Br 4.248200 -2.902527 -0.599688

Cartesian forces (eV/Å) of the 3 atoms listed first:
Mn -0.477 -0.155 -0.429
O 0.096 0.079 0.282
C 0.074 -0.069 -0.183

=====

(3)
This record from OMol25 describes a cluster of 7 separate species, C32H54O15 in total. The level of theory is ωB97M-V/def2-TZVPD.

Results
HOMO energy, eV: -9.46
LUMO energy, eV: 0.35
SMILES string: CCCCO[C@@H](COC)OC.O=C1CCCO1.O=C1CCCO1.O=C1CCCO1.O=C1CCCO1.O=C1CCCO1.O=C1CCCO1
Molecular weight, g/mol: 678.8
Frontier orbital gap, Ha: 0.3607

CARTESIAN COORDINATES (ANGSTROEM)
C 0.952047 -1.351833 0.916686
C -0.318121 -2.380573 1.205354
C -1.679118 -1.448370 1.222792
C -3.052303 -2.316575 1.543289
O -4.115070 -1.542961 2.203249
C -4.641775 -0.469616 1.330163
C -6.242092 -0.722138 0.914209
O -7.072738 -0.842601 2.122714
C -8.479129 -0.831457 1.664710
O -4.656684 0.763155 2.164219
C -3.554024 1.668755 1.807031
H 1.967482 -1.919831 0.696109
H 0.697787 -0.568879 0.053413
H 1.073051 -0.684119 1.897606
H -0.315571 -3.167935 0.338160
H -0.233657 -2.940663 2.229346
H -1.808642 -1.045686 0.107336
H -1.550562 -0.494698 1.892434
H -3.419890 -2.929295 0.594291
H -2.716148 -3.150384 2.328821
H -4.075742 -0.348763 0.312995
H -6.379706 -1.579879 0.128610
H -6.558180 0.282820 0.352278
H -8.987264 -1.833028 2.039870
H -9.124885 0.045054 2.119856
H -8.500803 -0.718052 0.492909
H -4.043849 2.684664 1.442961
H -3.003693 1.943922 2.829456
H -2.768999 1.228338 1.059355
O 0.659459 0.926779 -1.476868
C -0.310674 1.258092 -2.138119
C -1.346263 2.257949 -1.720974
C -2.463877 1.980948 -2.694429
C -1.727618 1.471977 -3.905954
O -0.581812 0.793790 -3.393148
H -0.940004 3.265751 -1.843866
H -1.662612 2.090696 -0.688810
H -3.087324 2.853982 -2.904845
H -3.111469 1.191022 -2.294861
H -1.389956 2.283832 -4.558671
H -2.336470 0.776625 -4.491108
O -4.837788 3.631094 -3.100739
C -4.885153 3.846979 -4.300459
C -4.189660 4.969308 -5.009569
C -4.894340 4.986509 -6.342437
C -5.305439 3.547942 -6.516910
O -5.553463 3.064322 -5.197677
H -3.129058 4.723925 -5.113131
H -4.318764 5.913400 -4.475309
H -4.272960 5.358991 -7.161152
H -5.785996 5.621988 -6.278171
H -4.513505 2.941096 -6.968290
H -6.212493 3.453204 -7.120978
O 2.396278 -3.384120 3.171002
C 3.470886 -2.892248 2.868581
C 4.665936 -2.795038 3.767790
C 5.523942 -1.786917 3.046039
C 5.138481 -1.996963 1.605130
O 3.766245 -2.386636 1.635167
H 5.149953 -3.773886 3.826071
H 4.383357 -2.442465 4.762402
H 6.594478 -1.913244 3.228097
H 5.244279 -0.774215 3.361061
H 5.718341 -2.796367 1.131970
H 5.249204 -1.082161 1.015641
O 6.759525 0.035455 0.719766
C 7.727717 -0.481107 0.186900
C 9.115388 0.084809 0.170227
C 9.774550 -0.725342 -0.917233
C 9.027799 -2.031969 -0.853932
O 7.703546 -1.689796 -0.447669
H 9.582467 -0.085240 1.144257
H 9.104066 1.149608 -0.073673
H 10.853720 -0.839410 -0.784825
H 9.601564 -0.245836 -1.888399
H 9.453498 -2.718684 -0.114764
H 8.997541 -2.532133 -1.826321
O 1.646697 -4.555262 -5.575936
C 1.693842 -4.520801 -4.357425
C 1.597221 -3.282491 -3.518723
C 2.099539 -3.765765 -2.181737
C 1.717747 -5.222828 -2.192869
O 1.800937 -5.623673 -3.559683
H 0.552097 -2.964439 -3.470017
H 2.226928 -2.484774 -3.919384
H 1.681616 -3.217705 -1.333138
H 3.191352 -3.668615 -2.142755
H 0.693300 -5.386825 -1.842473
H 2.400105 -5.828025 -1.588928
O 1.722695 4.508066 5.902441
C 0.585643 4.066803 5.878391
C 0.204959 2.665601 5.507067
C -1.278454 2.793148 5.269105
C -1.664197 3.922358 6.188347
O -0.524262 4.779377 6.231294
H 0.426769 2.000624 6.346364
H 0.729354 2.340276 4.605632
H -1.833558 1.871495 5.462925
H -1.459479 3.084508 4.227302
H -1.879345 3.576035 7.204682
H -2.528745 4.477248 5.812482

Cartesian forces (eV/Å) of the 3 atoms listed first:
C -0.393 0.405 0.597
C 0.147 1.085 -0.207
C -0.371 -0.447 -1.768

=====

(4)
This record from OMol25 describes the molecule C5H8O3. The level of theory is ωB97M-V/def2-TZVPD.

Results
HOMO energy, eV: -9.05
LUMO energy, eV: 0.66
Energy relative to the best compared isomer or geometry (same formula, charge and spin), kJ/mol: 371.6
SMILES string: C=CC[C@]1(O)O[C@H]1O
Molecular weight, g/mol: 116.1
Frontier orbital gap, Ha: 0.3570

CARTESIAN COORDINATES (ANGSTROEM)
C -1.791948 -1.194114 0.622065
C -1.620098 -0.268015 -0.357444
C -0.596778 0.839008 -0.428215
C 1.224763 0.495266 -0.297007
O 1.818035 1.607585 0.348545
O 1.794883 -0.104001 -1.402842
C 1.804795 -0.826874 -0.140833
O 2.918326 -0.996228 0.557921
H -2.689331 -1.897731 0.590525
H -1.173050 -1.159553 1.568413
H -2.196024 -0.502137 -1.310820
H -0.641096 1.427785 -1.448838
H -0.593324 1.538922 0.432094
H 2.024478 2.436438 -0.160821
H 1.262577 -1.755534 -0.214831
H 3.557737 -0.259159 0.422928

Cartesian forces (eV/Å) of the 3 atoms listed first:
C -0.423 0.870 0.355
C 0.079 -1.875 -0.683
C 3.286 0.805 -0.878

=====

(5)
This record from OMol25 describes a cluster of 7 separate species, CH16NO6 in total. The level of theory is ωB97M-V/def2-TZVPD.

Results
HOMO energy, eV: -14.51
LUMO energy, eV: -3.69
Energy relative to the best compared isomer or geometry (same formula, charge and spin), kJ/mol: 129.1
Charge: +1
Molecular weight, g/mol: 138.1
Frontier orbital gap, Ha: 0.3974

CARTESIAN COORDINATES (ANGSTROEM)
C -2.148959 1.521607 1.109489
N -1.302924 0.992891 0.390015
H -2.530025 1.308027 2.072995
H -2.601366 2.450053 0.864828
H -0.654107 1.351989 -0.392548
H -1.119386 -0.058631 0.420945
H -1.608714 -0.004763 -3.936242
H -1.083548 -0.864040 -2.870030
O -1.172635 0.070937 -3.130588
H 3.117738 -0.826769 -1.477206
H 2.783467 0.048901 -0.256293
O 2.363689 -0.462636 -0.974591
H -1.931945 -2.039731 3.712856
H -2.568349 -3.252775 2.967232
O -2.063811 -2.378852 2.834439
H 1.167452 1.099432 -1.562733
H -0.045073 1.645884 -2.312516
O 0.450088 1.751883 -1.473654
H -1.444849 -2.410321 0.172427
H -0.008194 -2.122561 -0.125431
O -0.898648 -1.747786 -0.253882
H 4.718069 0.767968 1.928488
H 4.432034 2.077810 1.084894
O 4.150002 1.081478 1.207117

Cartesian forces (eV/Å) of the 3 atoms listed first:
C -1.507 2.615 0.798
N 2.054 -3.580 -1.453
H -0.254 -2.091 0.716

=====

no.,E (eV)
1,-217539.77559
2,-345735.62576
3,-64767.47557
4,-11453.66756
5,-15065.12962